(1)
This record from OMol25 describes a cluster of 2 separate species, C4H10N2O2 in total. The level of theory is ωB97M-V with the def2-TZVPD basis set.

Positions of all 18 atoms, in Å:
1 C -3.034 0.304 1.280
2 C -1.600 0.380 0.811
3 O -1.158 -0.339 -0.068
4 N -0.721 1.060 1.617
5 H -3.160 -0.643 1.791
6 H -3.667 0.259 0.396
7 H 0.254 0.833 1.501
8 H -0.937 1.924 2.080
9 H -3.241 1.129 1.957
10 C 1.628 0.103 -2.129
11 C 2.398 -0.408 -0.929
12 O 3.468 0.065 -0.588
13 N 1.926 -1.550 -0.359
14 H 2.410 -1.943 0.430
15 H 1.042 -1.958 -0.600
16 H 1.310 -0.679 -2.802
17 H 2.290 0.779 -2.634
18 H 0.789 0.684 -1.753

Strongest force on any atom in eV Å⁻¹: 1.54
Calculated total energy in eV: -11386.4024
LUMO energy in eV: 0.7
Energy above the lowest of the compared OMol25 structures with the same formula, charge and spin in kcal/mol: 11.5
SMILES: CC(N)=O.CC(N)=O
Highest occupied orbital energy in eV: -9.49


(2)
This record from OMol25 describes a structure of composition C21H21FeN2. The level of theory is ωB97M-V with the def2-TZVPD basis set.

Positions of all 45 atoms, in Å:
1 C -2.537 2.395 1.143
2 C -1.210 2.735 0.651
3 C -0.405 3.153 1.788
4 C -1.233 3.067 2.980
5 C -2.550 2.600 2.581
6 Fe -1.133 1.328 2.037
7 C -1.016 -0.228 3.267
8 C -1.807 -0.535 2.083
9 C -0.999 -0.270 0.921
10 C 0.343 0.140 1.367
11 C 1.414 0.483 0.494
12 C 2.788 0.339 0.790
13 C 3.734 1.102 0.045
14 C 5.092 0.854 0.159
15 C 5.563 -0.148 1.021
16 C 4.653 -0.871 1.808
17 C 3.288 -0.618 1.732
18 C 0.287 0.212 2.840
19 H -3.390 2.116 0.527
20 H -0.899 2.759 -0.391
21 H 0.611 3.540 1.740
22 H -0.942 3.385 3.978
23 H -3.418 2.510 3.231
24 H -1.334 -0.383 4.295
25 H -2.810 -0.951 2.085
26 H -1.217 -0.451 -0.126
27 H 1.130 0.747 -0.532
28 H 3.346 1.887 -0.609
29 H 5.797 1.441 -0.429
30 H 6.631 -0.361 1.081
31 H 5.019 -1.641 2.487
32 H 2.576 -1.178 2.344
33 H 1.148 0.465 3.451
34 C -0.016 -4.127 -3.417
35 N 0.446 -2.788 -3.095
36 C 0.483 -2.221 -1.843
37 N 0.935 -0.979 -1.923
38 C 1.234 -0.726 -3.246
39 C 0.924 -1.844 -3.995
40 H 0.060 -4.273 -4.499
41 H 0.594 -4.882 -2.904
42 H -1.060 -4.260 -3.104
43 H 0.169 -2.774 -0.963
44 H 1.642 0.215 -3.578
45 H 0.999 -2.028 -5.051

Strongest force on any atom in eV Å⁻¹: 3.14
Charge: -1
Calculated total energy in eV: -59476.3008
LUMO energy (alpha / beta) in eV: 2.6 / 0.7
Multiplicity: 5
Energy above the lowest of the compared OMol25 structures with the same formula, charge and spin in kcal/mol: 123.2
Highest occupied orbital energy (alpha / beta) in eV: -0.25 / -1.94


(3)
This record from OMol25 describes a structure of composition C6H13N2O3S. The level of theory is ωB97M-V with the def2-TZVPD basis set.

Positions of all 25 atoms, in Å:
1 C -1.503 -0.640 -0.441
2 C 0.375 0.850 1.310
3 C 0.719 1.391 -0.024
4 C 0.294 -0.062 0.152
5 C -0.084 2.185 -0.900
6 C 2.653 -1.568 0.131
7 N -1.857 -0.988 -1.657
8 N -2.308 -0.864 0.605
9 O 0.592 -2.236 -1.338
10 O 0.328 -2.327 1.223
11 O -3.543 -1.482 0.489
12 S 0.887 -1.767 0.001
13 H 1.088 0.530 1.934
14 H -0.611 0.996 1.721
15 H 1.824 1.589 -0.164
16 H 0.028 3.238 -0.800
17 H -1.134 2.078 -0.738
18 H 0.039 1.815 -1.880
19 H 2.804 -1.045 -0.955
20 H 2.902 -0.853 0.896
21 H 3.240 -2.404 0.377
22 H -1.147 -1.227 -2.345
23 H -2.809 -1.444 -1.991
24 H -2.026 -0.329 1.403
25 H -3.508 -2.432 0.681

Strongest force on any atom in eV Å⁻¹: 4.30
Charge: +1
Calculated total energy in eV: -26378.5603
LUMO energy in eV: -3.5
Energy above the lowest of the compared OMol25 structures with the same formula, charge and spin in kcal/mol: 41.4
Highest occupied orbital energy in eV: -14.39


(4)
This record from OMol25 describes a structure of composition H8O4Tl. The level of theory is ωB97M-V with the def2-TZVPD basis set.

Positions of all 13 atoms, in Å:
1 Tl 0.520 -0.592 -0.921
2 O 0.986 0.689 1.729
3 H 0.883 0.253 2.575
4 H 1.177 1.600 1.950
5 O 0.680 -3.534 -1.300
6 H 1.295 -3.995 -0.729
7 H 0.176 -4.229 -1.722
8 O 0.347 2.369 -0.856
9 H -0.443 2.768 -1.219
10 H 1.055 2.960 -1.112
11 O -1.843 0.555 0.454
12 H -2.389 -0.134 0.833
13 H -2.442 1.289 0.319

Strongest force on any atom in eV Å⁻¹: 1.29
Charge: +2
Calculated total energy in eV: -12992.9469
LUMO energy (alpha / beta) in eV: -8.4 / -15.1
Multiplicity: 2
Energy above the lowest of the compared OMol25 structures with the same formula, charge and spin in kcal/mol: 0.4
Highest occupied orbital energy (alpha / beta) in eV: -19.59 / -19.34


(5)
This record from OMol25 describes a structure of composition C45H53BaN7O2S2. The level of theory is ωB97M-V with the def2-TZVPD basis set.

Positions of all 110 atoms, in Å:
1 Ba 0.718 0.213 1.354
2 C 3.621 0.466 -1.628
3 C 2.883 -0.850 -1.889
4 C 2.968 -1.241 -3.365
5 C 3.385 -1.961 -0.984
6 C 4.702 -2.399 -1.092
7 C 5.180 -3.414 -0.282
8 C 4.333 -3.984 0.659
9 C 3.017 -3.566 0.800
10 C 2.154 -4.175 1.885
11 C 2.800 -4.008 3.263
12 C 1.836 -5.641 1.582
13 C 2.534 -2.553 -0.041
14 N 1.218 -2.050 0.109
15 C 0.219 -2.841 -0.269
16 O 0.263 -3.940 -0.843
17 C -1.167 -2.320 0.110
18 C -2.163 -3.240 0.407
19 C -3.420 -2.762 0.735
20 C -3.660 -1.396 0.707
21 C -2.611 -0.543 0.401
22 N -1.378 -0.998 0.140
23 C -2.851 0.962 0.354
24 O -4.034 1.339 0.241
25 N -1.745 1.677 0.433
26 C -1.856 3.074 0.461
27 C -2.141 3.752 1.655
28 C -2.171 5.143 1.662
29 C -1.915 5.878 0.515
30 C -1.601 5.202 -0.655
31 C -1.556 3.811 -0.703
32 C -1.229 3.158 -2.041
33 C -0.076 2.144 -2.007
34 C -2.476 2.543 -2.684
35 C -2.406 2.985 2.934
36 C -3.903 2.969 3.253
37 C -1.586 3.517 4.110
38 H 3.169 1.283 -2.199
39 H 4.671 0.387 -1.926
40 H 3.614 0.733 -0.567
41 H 1.826 -0.702 -1.658
42 H 4.010 -1.337 -3.684
43 H 2.491 -0.484 -3.994
44 H 2.470 -2.197 -3.540
45 H 5.362 -1.933 -1.817
46 H 6.209 -3.745 -0.365
47 H 4.712 -4.764 1.311
48 H 1.212 -3.626 1.906
49 H 3.722 -4.592 3.342
50 H 2.118 -4.352 4.046
51 H 3.040 -2.960 3.452
52 H 2.751 -6.241 1.592
53 H 1.368 -5.733 0.600
54 H 1.156 -6.050 2.336
55 H -1.921 -4.293 0.364
56 H -4.215 -3.451 1.000
57 H -4.629 -0.960 0.904
58 H -2.400 5.662 2.587
59 H -1.936 6.962 0.537
60 H -1.380 5.762 -1.560
61 H -0.901 3.980 -2.688
62 H -0.361 1.247 -1.456
63 H 0.817 2.568 -1.537
64 H 0.191 1.851 -3.027
65 H -2.948 1.822 -2.019
66 H -2.217 2.040 -3.621
67 H -3.215 3.317 -2.901
68 H -2.094 1.954 2.761
69 H -4.258 3.987 3.451
70 H -4.099 2.363 4.143
71 H -4.468 2.559 2.415
72 H -1.942 4.499 4.435
73 H -0.530 3.599 3.844
74 H -1.656 2.835 4.960
75 S 1.042 0.218 4.441
76 C 2.678 0.719 4.813
77 C 2.904 1.325 6.058
78 C 4.147 1.782 6.471
79 C 4.286 2.417 7.759
80 N 4.383 2.923 8.789
81 C 5.245 1.613 5.617
82 C 5.048 1.005 4.388
83 C 3.794 0.569 3.929
84 S 3.704 -0.103 2.321
85 C 6.562 2.079 5.981
86 N 7.612 2.458 6.265
87 H 2.056 1.451 6.718
88 H 5.896 0.872 3.728
89 C 4.990 5.048 0.770
90 C 3.875 5.769 1.523
91 N 2.539 5.247 1.270
92 C 1.742 5.885 0.240
93 C 2.074 5.465 -1.192
94 C 2.167 4.008 1.749
95 C 2.895 3.491 2.955
96 N 1.218 3.289 1.270
97 H 5.952 5.531 0.960
98 H 4.806 5.056 -0.305
99 H 5.068 4.008 1.087
100 H 3.861 6.823 1.235
101 H 4.083 5.741 2.592
102 H 1.874 6.965 0.348
103 H 0.692 5.679 0.448
104 H 3.025 5.886 -1.525
105 H 1.293 5.802 -1.877
106 H 2.143 4.378 -1.269
107 H 3.078 4.277 3.688
108 H 3.846 3.029 2.688
109 H 2.277 2.721 3.406
110 H 0.746 3.706 0.471

Strongest force on any atom in eV Å⁻¹: 1.39
Charge: -2
Calculated total energy in eV: -84423.6025
LUMO energy in eV: 3.9
Highest occupied orbital energy in eV: -2.10


(6)
This record from OMol25 describes the ion CH4N3OS with charge +1. The level of theory is ωB97M-V with the def2-TZVPD basis set.

Positions of all 10 atoms, in Å:
1 C 1.341 -0.692 -0.063
2 N 0.613 0.492 -0.482
3 N 0.562 -1.600 0.585
4 N -0.681 0.356 0.074
5 O 2.513 -0.770 -0.334
6 S -1.425 -1.420 -0.285
7 H 0.916 0.890 -1.340
8 H 0.994 -2.564 0.481
9 H -0.598 0.242 1.083
10 H -1.439 1.091 -0.107

Strongest force on any atom in eV Å⁻¹: 4.77
Charge: +1
Calculated total energy in eV: -18443.7110
LUMO energy in eV: -7.5
Energy above the lowest of the compared OMol25 structures with the same formula, charge and spin in kcal/mol: 77.1
SMILES: O=C1N[NH2+]SN1
Highest occupied orbital energy in eV: -15.37